The following is a quantum chemistry calculation of one molecule with the formula C18H34N2O2, from the OMol25 dataset.

The geometry in ORCA input format:
```
! wB97M-V def2-TZVPD RIJCOSX def2/J DEFGRID3
* xyz 0 1
C 1.688 7.562 1.167
C 1.026 6.210 1.403
C 1.826 5.069 0.780
C 1.167 3.711 1.012
C 1.982 2.576 0.394
C 1.313 1.201 0.503
C 1.266 0.698 1.947
C 0.608 -0.677 2.031
C 1.367 -1.684 1.165
C 0.772 -3.084 1.253
O 1.409 -4.044 1.638
N -0.532 -3.163 0.901
C -1.196 -4.423 0.674
C -1.367 -4.650 -0.833
N -1.998 -3.488 -1.442
C -3.446 -3.494 -1.304
C -4.003 -2.174 -1.839
O -3.650 -1.975 -3.187
C -2.251 -1.998 -3.340
C -1.654 -3.315 -2.844
C 1.411 -1.196 -0.286
C 2.061 0.182 -0.361
H 1.776 7.763 0.101
H 2.686 7.578 1.600
H 1.104 8.360 1.619
H 0.020 6.220 0.976
H 0.927 6.037 2.477
H 1.927 5.244 -0.294
H 2.831 5.059 1.208
H 0.166 3.717 0.574
H 1.059 3.550 2.086
H 2.964 2.535 0.871
H 2.142 2.802 -0.664
H 0.286 1.287 0.129
H 0.708 1.399 2.569
H 2.284 0.639 2.338
H -0.429 -0.599 1.696
H 0.599 -1.021 3.067
H 2.393 -1.763 1.537
H -0.960 -2.386 0.422
H -2.166 -4.417 1.181
H -0.573 -5.208 1.106
H -1.933 -5.577 -1.016
H -0.374 -4.763 -1.273
H -3.709 -3.596 -0.250
H -3.898 -4.331 -1.865
H -5.093 -2.172 -1.803
H -3.616 -1.344 -1.227
H -2.055 -1.862 -4.404
H -1.802 -1.164 -2.777
H -0.567 -3.280 -2.942
H -2.042 -4.143 -3.464
H 1.975 -1.906 -0.895
H 0.398 -1.137 -0.695
H 2.078 0.521 -1.400
H 3.096 0.114 -0.017
*
```

For the frontier orbital gap, the calculation gives 0.3607 Eh. The calculation puts the energy above the lowest of the compared OMol25 structures with the same formula, charge and spin at 5.1 kcal per mole. For the LUMO energy, the calculation gives 0.7130 eV. The HOMO energy comes out at -9.1 eV. As for the SMILES: CCCCC[C@H]1CC[C@H](C(=O)NCCN2CCOCC2)CC1.

---

The following is a quantum chemistry calculation of C25H14AlCl80N2 as an isolated structure, from the OMol25 dataset.

The geometry in ORCA input format:
```
! wB97M-V def2-TZVPD RIJCOSX def2/J DEFGRID3
* xyz -1 1
C 0.702 1.554 1.377
C 0.368 1.633 -0.249
Al -1.520 0.847 -0.620
N -1.343 -1.074 -0.256
C -2.820 1.586 0.784
C -4.410 1.368 0.444
C -5.481 2.533 0.983
N -4.972 0.298 -0.208
H 0.603 0.447 1.792
H 1.834 1.872 1.571
H -0.047 2.217 2.017
H 0.458 2.753 -0.596
H 1.183 0.938 -0.771
H -1.977 1.036 -2.125
H -0.462 -1.407 -0.751
H -1.187 -1.090 0.796
H -2.651 2.763 0.837
H -2.626 1.108 1.845
H -5.800 2.167 2.073
H -4.979 3.583 1.112
H -6.465 2.575 0.340
H -4.192 -0.351 -0.455
C 3.235 0.560 -3.232
Cl 1.590 1.056 -3.704
Cl 4.087 1.944 -2.502
Cl 3.138 -0.769 -2.048
Cl 4.125 0.007 -4.673
C -3.365 3.649 -3.999
Cl -1.665 3.127 -3.886
Cl -4.176 2.752 -5.307
Cl -4.190 3.321 -2.454
Cl -3.428 5.395 -4.347
C 6.235 5.599 -1.233
Cl 5.496 4.123 -1.905
Cl 5.275 6.164 0.157
Cl 7.897 5.241 -0.700
Cl 6.272 6.867 -2.484
C 10.435 4.212 -3.828
Cl 11.740 5.289 -3.267
Cl 10.321 2.803 -2.743
Cl 8.889 5.097 -3.816
Cl 10.791 3.660 -5.484
C -5.765 7.377 -1.870
Cl -4.781 8.258 -3.066
Cl -4.707 6.736 -0.587
Cl -6.963 8.485 -1.155
Cl -6.608 6.028 -2.673
C 6.037 -3.877 -3.230
Cl 5.194 -2.427 -3.830
Cl 7.797 -3.653 -3.398
Cl 5.632 -4.132 -1.514
Cl 5.526 -5.296 -4.179
C -8.063 3.912 -6.980
Cl -9.691 4.254 -7.617
Cl -7.864 4.708 -5.399
Cl -7.858 2.152 -6.789
Cl -6.838 4.532 -8.116
C -6.891 -0.596 3.181
Cl -7.835 0.258 1.934
Cl -6.080 -2.004 2.452
Cl -5.668 0.509 3.859
Cl -7.981 -1.144 4.480
C -5.091 -4.481 -0.951
Cl -4.362 -6.082 -1.237
Cl -6.201 -4.574 0.439
Cl -3.805 -3.296 -0.607
Cl -5.995 -3.972 -2.400
C 3.009 -7.038 -1.771
Cl 4.418 -7.829 -2.521
Cl 1.581 -8.090 -1.931
Cl 3.341 -6.747 -0.044
Cl 2.697 -5.484 -2.585
C 6.609 7.687 3.938
Cl 6.930 9.425 4.162
Cl 4.850 7.402 3.945
Cl 7.291 7.154 2.380
Cl 7.365 6.768 5.263
C 8.109 -3.452 1.421
Cl 9.518 -4.243 0.670
Cl 6.681 -4.504 1.260
Cl 8.441 -3.161 3.147
Cl 7.797 -1.898 0.606
C -5.091 5.343 4.373
Cl -5.854 6.237 3.034
Cl -5.752 5.920 5.924
Cl -5.428 3.603 4.194
Cl -3.330 5.614 4.341
C -10.491 0.195 -4.306
Cl -11.230 -1.280 -4.978
Cl -11.451 0.761 -2.916
Cl -8.829 -0.163 -3.773
Cl -10.454 1.463 -5.557
C 7.249 -7.660 4.209
Cl 8.232 -6.779 3.013
Cl 8.306 -8.300 5.492
Cl 6.051 -6.552 4.924
Cl 6.405 -9.009 3.406
C -11.651 4.674 -2.831
Cl -11.034 4.151 -1.244
Cl -12.209 6.363 -2.723
Cl -10.351 4.554 -4.043
Cl -13.012 3.629 -3.313
C -12.912 -4.536 -6.935
Cl -14.414 -4.769 -7.863
Cl -12.018 -6.075 -6.855
Cl -11.903 -3.305 -7.737
Cl -13.311 -3.994 -5.285
C 6.386 -8.630 9.043
Cl 8.086 -9.152 9.155
Cl 5.575 -9.527 7.734
Cl 5.560 -8.958 10.588
Cl 6.322 -6.884 8.694
C 12.086 3.506 1.050
Cl 10.441 4.003 0.578
Cl 12.938 4.891 1.779
Cl 11.989 2.178 2.233
Cl 12.976 2.954 -0.391
C 9.086 -11.917 11.963
Cl 10.390 -10.840 12.523
Cl 8.972 -13.326 13.047
Cl 7.539 -11.032 11.975
Cl 9.441 -12.469 10.306
*
```

For the frontier orbital gap, the calculation gives 0.2148 Eh. For the LUMO energy, the calculation gives 0.8340 eV. The HOMO energy comes out at -5.0 eV.

---

The following is a quantum chemistry calculation of C5H11NO3Tl as an isolated structure, from the OMol25 dataset.

The geometry in ORCA input format:
```
! wB97M-V def2-TZVPD RIJCOSX def2/J DEFGRID3
* xyz 1 1
Tl -11.638 -18.159 5.558
O -14.567 -18.263 5.814
C -15.175 -19.311 5.247
C -14.368 -19.767 3.919
O -13.053 -19.986 3.922
H -16.106 -18.887 4.867
H -15.292 -20.120 5.971
H -14.571 -18.980 3.179
H -14.950 -20.545 3.410
C -8.380 -19.172 1.978
C -9.494 -19.866 2.774
O -9.682 -19.365 3.899
N -10.193 -20.887 2.328
C -9.788 -21.751 1.222
H -7.757 -18.680 2.718
H -8.737 -18.487 1.210
H -7.755 -19.873 1.421
H -11.138 -20.867 2.688
H -8.706 -21.832 1.186
H -10.187 -21.393 0.272
H -10.228 -22.739 1.348
*
```

For the frontier orbital gap, the calculation gives 0.1833 Eh. The calculation puts the energy above the lowest of the compared OMol25 structures with the same formula, charge and spin at 18.2 kcal per mole. For the LUMO energy, the calculation gives -7.9390 eV. The HOMO energy comes out at -12.9 eV.

---

The following is a quantum chemistry calculation of C25H38CdP2 as an isolated structure, from the OMol25 dataset.

The geometry in ORCA input format:
```
! wB97M-V def2-TZVPD RIJCOSX def2/J DEFGRID3
* xyz 0 1
P 1.180 -0.224 -2.635
P 0.538 -2.635 1.123
C 1.865 -1.567 -1.512
C 0.906 -2.568 -0.762
H 2.541 -1.161 -0.718
H 2.458 -2.150 -2.232
H -0.099 -2.552 -1.208
H 1.325 -3.553 -1.006
C 2.151 -2.232 1.860
H 2.014 -2.431 2.922
H 2.381 -1.176 1.764
H 3.001 -2.834 1.560
C 0.502 -4.416 1.513
H 1.414 -4.700 2.074
H 0.384 -5.031 0.600
H -0.368 -4.517 2.188
C 2.311 1.120 -3.200
H 1.679 1.949 -3.549
H 2.835 0.778 -4.102
H 3.001 1.619 -2.469
C 0.876 -1.014 -4.239
H 0.643 -2.080 -4.112
H 1.785 -0.928 -4.872
H 0.084 -0.482 -4.788
Cd 4.167 0.189 -1.029
C 4.791 -2.119 -0.613
C 5.313 -1.166 0.245
C 6.645 -0.473 0.043
C 6.884 -0.087 -1.477
C 5.719 0.284 -2.369
C 4.913 -0.572 -3.158
C 4.981 -2.058 -3.162
C 5.458 -2.690 -1.815
C 0.200 0.798 -1.514
H 3.936 -2.695 -0.283
H 4.845 -1.127 1.259
H 7.550 -0.995 0.433
H 6.517 0.418 0.687
H 7.484 0.834 -1.522
H 7.410 -0.879 -2.026
H 5.639 1.346 -2.630
H 4.596 -0.139 -4.113
H 5.711 -2.354 -3.940
H 4.018 -2.505 -3.479
H 5.189 -3.769 -1.857
H 6.565 -2.655 -1.741
H 0.359 0.520 -0.456
H -0.837 0.834 -1.898
H 0.642 1.794 -1.603
C -3.260 -0.766 2.336
C -2.528 -1.155 1.200
C -1.217 -0.719 1.045
C -0.582 0.106 2.054
C 0.765 0.442 2.027
C 1.406 1.219 2.938
C 0.655 1.576 4.114
C -0.661 1.214 4.256
C -1.351 0.461 3.245
C -2.691 0.025 3.328
H -4.294 -1.095 2.429
H -2.954 -1.827 0.443
H -0.767 -0.862 0.054
H 2.442 1.556 2.816
H 1.190 2.152 4.882
H -1.206 1.504 5.170
H -3.284 0.346 4.201
*
```

For the frontier orbital gap (alpha / beta), the calculation gives 0.1678 / 0.1678 Eh. The calculation puts the energy above the lowest of the compared OMol25 structures with the same formula, charge and spin at 36.7 kcal per mole. For the LUMO energy (alpha / beta), the calculation gives -0.2782 / -0.2781 eV. The HOMO energy (alpha / beta) comes out at -4.8 / -4.8 eV.